Entry 1:
C16H16ClF3N4O3S | ωB97M-V with the def2-TZVPD basis set

Geometry (Å):
O1 -1.242 -4.910 1.987
O2 1.371 -1.591 0.611
F1 2.231 4.126 -0.588
F2 2.600 2.518 0.911
F3 4.235 3.359 -0.480
S1 -2.424 2.158 -4.136
Cl1 5.037 0.670 -0.895
O3 -1.085 1.221 1.885
C1 -1.046 -3.705 1.895
C2 0.350 -1.936 1.177
C3 -1.472 1.461 -3.015
C4 -1.483 -1.486 2.649
C5 -1.863 -2.787 2.703
C6 3.083 -0.221 -2.402
C7 1.834 -0.219 -3.008
C8 1.295 1.873 -1.925
C9 3.442 0.803 -1.541
C10 0.907 0.796 -2.790
C11 2.567 1.891 -1.305
N1 -0.072 -3.238 1.049
N2 -0.327 0.769 -3.412
N3 -0.397 -1.013 1.928
N4 -1.879 1.729 -1.715
C12 -3.064 -3.301 3.495
C13 2.954 3.020 -0.341
C14 0.049 0.349 2.077
C15 -1.271 1.807 0.592
C16 -1.506 0.856 -0.568
H1 -2.088 -0.752 3.143
H2 3.726 -1.048 -2.584
H3 1.579 -1.014 -3.721
H4 0.598 2.694 -1.733
H5 0.656 -3.863 0.763
H6 -0.316 0.565 -4.411
H7 -2.718 2.288 -1.663
H8 -3.857 -3.639 2.840
H9 -3.450 -2.506 4.107
H10 -2.831 -4.083 4.166
H11 0.829 0.609 1.391
H12 0.523 0.467 3.057
H13 -0.383 2.347 0.334
H14 -2.070 2.534 0.671
H15 -0.620 0.189 -0.811
H16 -2.399 0.212 -0.385

Properties
E_HOMO	-0.310	hartree
calculated total energy	-60465.392	eV
M	436.84	g mol⁻¹
largest force on an atom	3.45	eV/Å
structure (SMILES)	Cc1cn(COCCNC(=S)Nc2ccc(Cl)c(C(F)(F)F)c2)c(=O)[nH]c1=O
energy relative to the best compared isomer or geometry (same formula, charge and spin)	0.0	kcal per mole



Entry 2:
C2H8NO2P | ωB97M-V with the def2-TZVPD basis set

Geometry (Å):
C1 0.356 -1.013 -1.441
C2 1.658 0.056 1.288
N1 -2.189 1.632 0.138
O1 -1.498 -0.982 0.559
O2 -0.940 1.214 -0.505
P1 -0.315 -0.324 -0.021
H1 0.517 -0.350 -2.302
H2 1.371 -1.334 -1.183
H3 -0.099 -1.975 -1.676
H4 1.492 -0.032 2.378
H5 2.190 -0.744 0.724
H6 2.065 1.038 1.053
H7 -1.828 2.043 0.921
H8 -2.779 0.771 0.067

Properties
E_HOMO	-0.339	hartree
calculated total energy	-17075.111	eV
M	109.06	g mol⁻¹
largest force on an atom	5.18	eV/Å
energy relative to the best compared isomer or geometry (same formula, charge and spin)	98.7	kcal per mole



Number 2 is which compound?
C2H8NO2P